C4H10Se | wB97M-V/def2-TZVPD

Highest occupied orbital energy (spin up / spin down) (eV): -8.899 / -7.200

Last column: Mulliken charge in e.
Atoms and positions in Å:
C (-0.935, -1.837, 0.207)  -1.15
C (0.136, 1.829, 0.400)  -1.14
C (-0.464, -0.639, -0.598)  -0.61
C (0.473, 0.333, 0.124)  0.20
Se (2.289, 0.001, -0.119)  -0.06
H (-0.210, -2.285, 0.851)  0.32
H (-1.833, -1.554, 0.819)  0.28
H (-1.422, -2.526, -0.442)  0.41
H (0.995, 2.360, 0.593)  0.44
H (-0.349, 2.262, -0.500)  0.33
H (-0.755, 1.911, 1.096)  0.28
H (-1.418, -0.123, -1.039)  0.25
H (0.070, -1.058, -1.496)  0.36
H (0.368, 0.009, 2.412)  0.01
H (2.117, -1.307, -0.754)  0.08

=====

C7H15FN2O2STm | wB97M-V/def2-TZVPD

Highest occupied orbital energy (spin up / spin down) (eV): -20.074 / -20.588
⟨S²⟩: 2.014
Charge: +3
2S+1: 3

Last column: Mulliken spin population.
Atoms and positions in Å:
C (-2.641, -1.586, -0.970)  0.34
C (-1.755, -1.396, 0.073)  0.24
N (-0.664, -2.212, 0.084)  0.25
C (0.468, -1.816, -0.835)  0.03
C (1.035, -0.385, -0.656)  0.02
C (0.400, 0.665, -1.580)  -0.01
C (0.506, 2.123, -1.082)  0.00
C (-0.015, 2.421, 0.339)  0.00
N (1.132, 2.647, 1.309)  0.00
S (-0.104, -2.564, 1.672)  -0.01
O (1.276, -2.342, 1.777)  0.01
O (-0.546, -3.846, 1.934)  0.02
F (-0.854, -1.566, 2.614)  0.00
H (-2.264, -1.966, -1.915)  0.04
H (-3.707, -1.423, -0.844)  0.02
H (-1.952, -0.617, 0.801)  0.03
H (1.264, -2.544, -0.714)  -0.01
H (0.110, -1.915, -1.860)  0.01
H (1.012, -0.083, 0.395)  0.00
H (2.084, -0.472, -0.945)  0.01
H (0.918, 0.636, -2.538)  0.00
H (-0.637, 0.394, -1.808)  0.02
H (1.559, 2.425, -1.117)  0.00
H (0.007, 2.765, -1.803)  0.00
H (-0.647, 3.304, 0.322)  0.00
H (-0.623, 1.588, 0.696)  0.00
H (0.876, 2.243, 2.217)  0.00
H (1.926, 2.103, 0.957)  0.00
Tm (1.835, 3.420, 3.476)  1.00

=====

C2H3N2O2 | wB97M-V/def2-TZVPD

Highest occupied orbital energy (eV): -2.986
Charge: -1

Last column: Mulliken charge in e.
Atoms and positions in Å:
C (-1.868, 0.491, -1.215)  0.14
C (1.119, -0.900, 0.821)  -0.70
N (-2.125, -0.610, -1.065)  -0.46
N (0.838, 0.390, 0.599)  0.66
O (1.714, 1.341, 0.727)  -0.71
O (-0.361, 0.670, 0.398)  -0.68
H (-1.853, 1.463, -1.570)  0.28
H (0.449, -1.602, 0.264)  0.18
H (2.086, -1.243, 1.042)  0.28

=====

Largest force on an atom per entry: 4.79, 3.12, 2.26 eV Å⁻¹
Energy above the lowest of the compared OMol25 structures with the same formula, charge and spin per entry: 4.729, 1.061, 3.533 eV
Molecular weight per entry: 137.084, 379.208, 87.058 g/mol